# 1
The following is a DFT calculation (the ωB97M-V functional and the def2-TZVPD basis) of 2 unconnected molecules or ions with the total composition C3H3N3O at a distorted geometry.

Computed properties:
Relative energy (zero: lowest compared OMol25 entry of this formula, charge and spin) = 319.4 kJ/mol
Total energy = -9674.1439 eV
Frontier orbital gap = 0.382 Eh
E_HOMO = -10.3 eV

The geometry in ORCA input format:
```
! RIJCOSX wB97M-V def2-TZVPD def2/J DEFGRID3
* xyz 0 1
O -1.13603 2.13400 -1.22415
C -0.48445 1.42676 -0.62989
N -0.34617 -1.02757 -0.88053
C 0.89327 -0.77148 -0.51077
N 0.99956 -0.27680 0.76128
C -0.29350 -0.42230 1.18891
N -1.12859 -0.79946 0.24133
H 0.43190 0.93646 0.11302
H 1.73866 -0.84757 -1.18373
H -0.61711 -0.15185 2.18667
*
```


# 2
The following is a DFT calculation (the ωB97M-V functional and the def2-TZVPD basis) of a single C3H3N3O molecule at a distorted geometry.

Computed properties:
SMILES = N#C/C=N\NC=O
Relative energy (zero: lowest compared OMol25 entry of this formula, charge and spin) = 271.1 kJ/mol
Total energy = -9674.6440 eV
Frontier orbital gap = 0.361 Eh
E_HOMO = -10.3 eV

The geometry in ORCA input format:
```
! RIJCOSX wB97M-V def2-TZVPD def2/J DEFGRID3
* xyz 0 1
C -1.87012 -0.62360 -0.05231
C 1.11327 1.19965 -0.00369
C 1.97410 0.06021 0.00085
H -2.27080 -1.73049 0.33555
H 0.27240 -1.13026 0.16471
H 1.45907 2.26199 0.01952
N -0.47370 -0.36367 0.12798
N -0.11929 0.98810 -0.07671
N 2.58795 -0.94238 -0.26612
O -2.67286 0.28045 -0.24977
*
```


# 3
The following is a DFT calculation (the ωB97M-V functional and the def2-TZVPD basis) of a single C3H3N3O2 molecule at a distorted geometry.

Computed properties:
SMILES = [H]/N=C1N=N/C(=C/O)O/1
Relative energy (zero: lowest compared OMol25 entry of this formula, charge and spin) = 365.1 kJ/mol
Total energy = -11722.1733 eV
Frontier orbital gap = 0.327 Eh
E_HOMO = -9.4 eV

The geometry in ORCA input format:
```
! RIJCOSX wB97M-V def2-TZVPD def2/J DEFGRID3
* xyz 0 1
C 1.88240 0.27788 0.10198
C 0.58926 0.35134 0.07137
C -1.53575 -0.28483 -0.03579
H 3.59559 -0.50558 -0.10278
H 2.43578 1.15784 0.24944
H -2.30566 -1.99299 0.25908
N -2.53710 -1.01729 0.09818
N -1.37856 1.23472 -0.13041
N -0.19155 1.53372 0.05043
O 2.65346 -0.85261 -0.04905
O -0.22731 -0.77035 -0.12076
*
```


# 4
The following is a DFT calculation (the ωB97M-V functional and the def2-TZVPD basis) of a single C3H3N3O2 molecule at a distorted geometry.

Computed properties:
SMILES = O=Cc1ncnn1O
Relative energy (zero: lowest compared OMol25 entry of this formula, charge and spin) = 383.4 kJ/mol
Total energy = -11721.9829 eV
Frontier orbital gap = 0.372 Eh
E_HOMO = -10.4 eV

The geometry in ORCA input format:
```
! RIJCOSX wB97M-V def2-TZVPD def2/J DEFGRID3
* xyz 0 1
C 0.46889 -0.65210 1.66427
C 0.35483 0.49102 -0.16019
C 0.61512 1.45247 -1.28907
H -1.87865 -1.75240 -0.50730
H 0.78132 -1.09827 2.58648
H 1.43187 2.09527 -1.01826
N -0.53260 -0.51320 -0.12843
N -0.48138 -1.19180 0.96742
N 1.01892 0.44646 1.02120
O -1.65769 -0.87101 -0.90062
O -0.12064 1.59356 -2.23549
*
```


# 5
The following is a DFT calculation (the ωB97M-V functional and the def2-TZVPD basis) of a single C3H3N3O2 molecule at a distorted geometry.

Computed properties:
SMILES = O=c1ncnc(O)[nH]1
Relative energy (zero: lowest compared OMol25 entry of this formula, charge and spin) = 229.0 kJ/mol
Total energy = -11723.5839 eV
Frontier orbital gap = 0.373 Eh
E_HOMO = -10.3 eV

The geometry in ORCA input format:
```
! RIJCOSX wB97M-V def2-TZVPD def2/J DEFGRID3
* xyz 0 1
C -1.21836 -0.11413 0.10219
C 0.11762 1.60057 -0.01458
C 1.35254 -0.33551 -0.04210
H -3.13606 -0.38280 0.00757
H 0.15934 2.57349 -0.15839
H 0.03368 -1.76115 -0.05761
N -1.11295 1.09910 0.00849
N 1.35563 1.04872 -0.02477
N -0.04974 -0.76264 0.30669
O -2.26960 -0.99962 -0.17419
O 2.27980 -1.12931 -0.08800
*
```


# 6
The following is a DFT calculation (the ωB97M-V functional and the def2-TZVPD basis) of a single C3H3N3S molecule at a distorted geometry.

Computed properties:
Relative energy (zero: lowest compared OMol25 entry of this formula, charge and spin) = 477.5 kJ/mol
Total energy = -18460.1339 eV
Frontier orbital gap (spin up / spin down) = 0.224 / 0.223 Eh
E_HOMO (spin up / spin down) = -9.0 / -9.0 eV

The geometry in ORCA input format:
```
! RIJCOSX wB97M-V def2-TZVPD def2/J DEFGRID3
* xyz 0 1
C 0.24503 0.27067 2.49935
C 0.77606 -0.04642 -0.83394
C -0.66580 -0.09240 -1.34236
N -0.04451 0.75070 3.51156
N 1.11352 -0.09705 0.36732
N 0.51616 -0.37549 1.42839
S -1.88512 -0.61193 -0.15748
H 1.54217 0.06530 -1.58647
H -0.92229 0.91440 -1.69504
H -0.67523 -0.77778 -2.19134
*
```


# 7
The following is a DFT calculation (the ωB97M-V functional and the def2-TZVPD basis) of 2 unconnected molecules or ions with the total composition C3H3N3S at a distorted geometry.

Computed properties:
<S²> = 2.02
Relative energy (zero: lowest compared OMol25 entry of this formula, charge and spin) = 45.6 kJ/mol
Total energy = -18460.1570 eV
Frontier orbital gap (spin up / spin down) = 0.304 / 0.277 Eh
E_HOMO (spin up / spin down) = -7.5 / -9.4 eV

The geometry in ORCA input format:
```
! RIJCOSX wB97M-V def2-TZVPD def2/J DEFGRID3
* xyz 0 3
C 0.72140 -0.61244 0.00658
C -1.76015 0.56578 0.41064
C 1.15031 0.17424 -0.94608
N 0.73804 -1.34066 1.02227
N -1.42556 0.77760 1.52698
N 1.45014 1.13367 -1.70384
S -2.33219 0.30520 -1.08155
H 1.04854 -2.21714 0.89529
H -1.30185 0.42830 2.47451
H 1.71133 0.78546 -2.60481
*
```


# 8
The following is a DFT calculation (the ωB97M-V functional and the def2-TZVPD basis) of 2 unconnected molecules or ions with the total composition C3H3N3S3 at a distorted geometry.

Computed properties:
Relative energy (zero: lowest compared OMol25 entry of this formula, charge and spin) = 331.7 kJ/mol
Total energy = -40131.0123 eV
Frontier orbital gap = 0.212 Eh
E_HOMO = -9.1 eV

The geometry in ORCA input format:
```
! RIJCOSX wB97M-V def2-TZVPD def2/J DEFGRID3
* xyz 0 1
C -0.46767 1.02844 0.04375
C -1.40379 -1.12908 0.03173
C 1.11615 -0.63620 -0.16443
H 0.41227 3.15117 1.29451
H 0.36606 -2.39566 -0.25742
H 1.67102 1.27345 -0.11741
N -1.47878 0.19527 0.31191
N -0.02068 -1.34837 -0.16648
N 0.78520 0.66899 0.00285
S -0.95578 2.59511 -0.45238
S -2.67082 -2.13642 -0.27528
S 2.64683 -1.26670 -0.25134
*
```


# 9
The following is a DFT calculation (the ωB97M-V functional and the def2-TZVPD basis) of 2 unconnected molecules or ions with the total composition C3H3N4 at a distorted geometry.

Computed properties:
Relative energy (zero: lowest compared OMol25 entry of this formula, charge and spin) = 44.4 kJ/mol
Total energy = -9110.0943 eV
Frontier orbital gap = 0.393 Eh
E_HOMO = -16.4 eV

The geometry in ORCA input format:
```
! RIJCOSX wB97M-V def2-TZVPD def2/J DEFGRID3
* xyz 1 1
C -2.38496 1.04936 0.38398
C -0.37996 -0.00426 0.07958
C -1.58746 0.02847 -0.23216
N -3.01977 1.75889 1.00135
N 0.21712 -1.30405 -2.99835
N 0.10597 -1.08648 -1.90520
N 0.72813 -0.06387 0.61620
H -2.29563 -0.52410 -0.94023
H 1.57426 0.39150 0.28484
H 0.83577 -0.51956 1.47083
*
```


# 10
The following is a DFT calculation (the ωB97M-V functional and the def2-TZVPD basis) of a single C3H3N5 molecule at a distorted geometry.

Computed properties:
SMILES = [H]/N=c1/ncncnn1
Relative energy (zero: lowest compared OMol25 entry of this formula, charge and spin) = 348.2 kJ/mol
Total energy = -10605.2584 eV
Frontier orbital gap = 0.289 Eh
E_HOMO = -9.4 eV

The geometry in ORCA input format:
```
! RIJCOSX wB97M-V def2-TZVPD def2/J DEFGRID3
* xyz 0 1
C -0.43618 -0.32114 -0.92800
C 1.60324 0.21408 -0.00502
C -0.18994 0.10088 1.60376
H -1.73872 -1.72808 -1.07741
H 2.73019 0.37017 -0.04343
H -0.60169 -0.61087 2.46654
N -0.79799 -1.49280 -1.18872
N 0.94087 -0.03046 -1.11743
N 1.01107 -0.05315 1.10255
N -1.11871 0.88929 0.87274
N -0.92846 0.97368 -0.43631
*
```